Formula: C4H8O2
Source: the Open Molecules 2025 dataset
Level of theory: ωB97M-V/def2-TZVPD

Computed properties:
- 2S+1 = 1
- Kohn-Sham gap (Eh) = 0.4104
- LUMO energy (eV) = 0.784
- structure (SMILES) = CCCC(=O)O
- energy above the lowest of the compared OMol25 structures with the same formula, charge and spin (kJ/mol) = 10.3

Each atom is followed by the atoms it is bonded to, with distances in Å.
Geometry (Å):
1 C -1.608 -0.036 0.983  O6 1.201, C8 1.492, O13 1.351
2 C 0.359 -0.143 -0.677  H7 1.074, C8 1.524, H9 1.083, C11 1.523
3 H -0.259 1.517 0.632  C8 1.089
4 H 2.187 -0.219 -1.776  C11 1.089
5 H 0.381 0.220 1.482  C8 1.098
6 O -2.337 0.509 1.766  C1 1.201
7 H 0.249 -1.209 -0.615  C2 1.074
8 C -0.242 0.429 0.602  C1 1.492, C2 1.524, H3 1.089, H5 1.098
9 H -0.164 0.256 -1.537  C2 1.083
10 H -2.899 -1.380 0.572  O13 0.959
11 C 1.838 0.191 -0.829  C2 1.523, H4 1.089, H12 1.076, H14 1.089
12 H 2.004 1.244 -0.975  C11 1.076
13 O -1.974 -1.195 0.394  C1 1.351, H10 0.959
14 H 2.466 -0.186 -0.023  C11 1.089

Atomic partial charges in e from the Mulliken method, atoms 1 to 6:
1. C 0.419
2. C -0.174
3. H 0.330
4. H 0.355
5. H 0.280
6. O -0.572